Entry 1:
Molecular formula: C51H47F8IN5
Method: DFT, ωB97M-V/def2-TZVPD

Properties
- Maximum force: 5.0 eV/Å
- Energy: -90931.928 eV
- Total charge: +1
- HOMO-LUMO gap: 6.182 eV

Atoms and positions in Å:
C  -1.70573  -2.40629  -0.90644
N  -0.91308  -2.88220  -2.09423
N  0.38667  -3.14717  -1.83020
C  0.90131  -3.60142  -3.08296
N  2.17480  -3.98026  -3.19763
I  3.56956  -3.95780  -1.68539
N  -0.13948  -3.60054  -4.08327
C  -1.32582  -3.13943  -3.43150
N  -2.68671  -2.96644  -3.92692
H  -1.20770  -2.68912  0.07950
H  -2.71622  -2.92786  -0.99722
H  -1.82959  -1.27865  -0.93069
H  0.80824  -3.03540  -0.90781
H  2.49073  -4.29344  -4.12229
H  -2.80972  -3.71917  -4.62353
H  -2.76013  -2.06752  -4.42545
F  6.84831  -2.79408  0.76648
C  7.66597  -2.94994  -0.29085
C  8.26188  -1.83661  -0.86058
C  9.11014  -1.99901  -1.95025
C  9.34490  -3.27113  -2.46474
C  8.73751  -4.38131  -1.88795
C  7.89746  -4.22169  -0.79139
H  8.06141  -0.85342  -0.45192
H  9.58747  -1.13529  -2.39849
H  10.00351  -3.39565  -3.31727
H  8.91801  -5.37103  -2.29185
H  7.42308  -5.07687  -0.32411
F  3.77531  -5.86711  -4.62339
C  3.85708  -6.18541  -5.93618
C  4.98971  -5.83331  -6.65235
C  5.07661  -6.16407  -8.00066
C  4.02359  -6.83486  -8.61977
C  2.88953  -7.17904  -7.89208
C  2.80706  -6.85762  -6.54037
H  5.79513  -5.30486  -6.15587
H  5.96134  -5.90007  -8.56809
H  4.09002  -7.08878  -9.67169
H  2.06970  -7.69747  -8.37592
H  1.93466  -7.12628  -5.95592
F  -6.23630  2.15819  0.24546
C  -5.37933  1.99997  -0.77449
C  -4.77264  3.11291  -1.33094
C  -3.88149  2.94918  -2.38383
C  -3.61490  1.67468  -2.87573
C  -4.23238  0.56185  -2.31150
C  -5.11691  0.72634  -1.25064
H  -4.99881  4.09793  -0.94013
H  -3.39582  3.81338  -2.82194
H  -2.92289  1.54961  -3.70201
H  -4.02722  -0.43097  -2.69823
H  -5.60190  -0.12729  -0.79210
F  -2.04091  2.03759  2.14243
C  -2.93125  2.06494  3.15260
C  -2.48862  2.30785  4.44253
C  -3.40949  2.34100  5.48513
C  -4.75982  2.12005  5.22408
C  -5.19067  1.87210  3.92471
C  -4.27224  1.84991  2.88184
H  -1.43399  2.46915  4.62516
H  -3.07968  2.53727  6.49410
H  -5.47702  2.14184  6.03736
H  -6.24162  1.69636  3.72411
H  -4.59089  1.66714  1.86278
F  -1.17717  1.91830  6.90154
C  -0.76206  0.64425  7.03367
C  0.15614  0.13212  6.13233
C  0.58815  -1.18182  6.27240
C  0.08890  -1.97041  7.30506
C  -0.83690  -1.44527  8.20083
C  -1.26132  -0.12832  8.06836
H  0.52739  0.75891  5.33011
H  1.31263  -1.59116  5.57755
H  0.42340  -2.99668  7.41097
H  -1.22789  -2.06153  9.00224
H  -1.97487  0.30013  8.76194
F  -4.96003  9.03407  2.87655
C  -5.42827  7.92856  2.27801
C  -4.73965  6.73495  2.42097
C  -5.22782  5.58837  1.80476
C  -6.39251  5.65131  1.04438
C  -7.07264  6.85695  0.90418
C  -6.59142  8.00180  1.52889
H  -3.83072  6.70762  3.00999
H  -4.70123  4.64657  1.91634
H  -6.77035  4.75679  0.56069
H  -7.97721  6.90503  0.30852
H  -7.11224  8.94730  1.43823
F  -0.05205  3.31368  10.43074
C  -0.11709  4.49598  9.79558
C  0.16879  5.65865  10.49209
C  0.10606  6.88124  9.83273
C  -0.25195  6.92771  8.48820
C  -0.54154  5.75316  7.80105
C  -0.46853  4.52901  8.45647
H  0.43757  5.60341  11.54020
H  0.33512  7.79678  10.36589
H  -0.30481  7.88241  7.97615
H  -0.82430  5.79089  6.75487
H  -0.68181  3.60462  7.93550
F  3.80490  -4.03072  -10.05085
C  3.40129  -3.04422  -9.23695
C  2.71014  -3.35789  -8.07625
C  2.29620  -2.33491  -7.23031
C  2.56806  -1.00971  -7.55816
C  3.25803  -0.70665  -8.72745
C  3.68214  -1.72892  -9.56922
H  2.50030  -4.39472  -7.84063
H  1.76112  -2.57010  -6.31603
H  2.24089  -0.21205  -6.89975
H  3.46556  0.32596  -8.98372
H  4.22798  -1.51092  -10.47918



Entry 2:
Molecular formula: C5H10IN2
Method: DFT, ωB97M-V/def2-TZVPD

Properties
- Energy above the lowest of the compared OMol25 structures with the same formula, charge and spin: 91.9 kcal/mol
- Maximum force: 5.0 eV/Å
- Energy: -16417.330 eV
- Total charge: +1
- HOMO-LUMO gap (alpha / beta): 7.726 / 7.726 eV

Atoms and positions in Å:
C  -1.06782  1.65377  0.91407
C  -0.35723  1.95365  -0.10743
C  0.32861  -1.45798  0.13611
C  0.36733  2.46388  -1.17279
C  -1.10668  -1.69686  0.37052
N  0.81239  -0.20854  -0.07287
N  1.06794  -2.50648  0.48176
I  2.70184  0.16198  -0.47566
H  -0.83700  0.68875  1.38508
H  -1.94675  2.18848  1.00918
H  0.55033  3.54575  -0.92040
H  -0.13586  2.27285  -2.12907
H  1.48737  2.13671  -1.17736
H  -1.80811  -0.94450  0.72654
H  -1.44682  -1.90690  -0.66130
H  -1.28574  -2.66963  0.88399
H  0.57308  -3.30741  0.32460
H  2.10312  -2.36750  0.48504



Entry 3:
Molecular formula: C4H6O2
Method: DFT, ωB97M-V/def2-TZVPD

Properties
- Energy above the lowest of the compared OMol25 structures with the same formula, charge and spin: 43.1 kcal/mol
- Maximum force: 3.8 eV/Å
- Energy: -8338.594 eV
- SMILES: CC(=O)CC=O
- HOMO-LUMO gap: 10.178 eV

Atoms and positions in Å:
C  -0.11052  0.21011  0.94020
C  -0.09514  0.96888  -1.52130
C  -0.24087  -0.09127  -0.48555
C  0.27813  -1.38029  1.39652
O  -0.21936  -1.31887  -0.74660
O  -0.19676  -1.85016  2.40312
H  1.20939  -1.76640  0.96170
H  0.61352  0.98951  1.17358
H  -1.08545  0.30134  1.41563
H  0.03834  0.63563  -2.55547
H  -0.93883  1.65557  -1.63010
H  0.74754  1.64596  -1.35174



Entry 4:
Molecular formula: C10H28BNO4P
Method: DFT, ωB97M-V/def2-TZVPD

Properties
- Maximum force: 1.9 eV/Å
- Energy: -30469.604 eV
- Total charge: -1
- HOMO-LUMO gap: 6.182 eV

Atoms and positions in Å:
N  -4.52275  0.54512  -0.06901
P  -4.18385  1.48185  -1.34126
B  -2.27168  1.84252  -1.62364
O  -1.40589  1.80298  -0.43090
C  -1.68243  3.05403  0.17250
C  -2.24507  3.97923  -0.98899
O  -2.00828  3.20414  -2.13923
H  -4.97856  -0.30333  -0.36417
H  -4.71234  0.87759  -2.52195
H  -4.92941  2.70291  -1.18249
H  -1.96927  0.90866  -2.33069
H  -2.35773  2.82012  1.00603
H  -0.78603  3.50896  0.61292
H  -3.28675  4.28832  -0.87304
H  -1.62096  4.87714  -1.03072
C  1.89090  -0.90801  -2.07946
C  0.51891  -0.97260  -1.43145
O  -0.46475  -1.57920  -2.25657
C  -0.21004  -2.91237  -2.63243
C  -0.08843  -3.86852  -1.45751
H  1.83968  -0.36463  -3.02528
H  2.59224  -0.39674  -1.41822
H  2.29555  -1.90140  -2.29144
H  0.17093  0.04188  -1.22907
H  0.56481  -1.47910  -0.46210
H  0.67976  -2.96676  -3.27265
H  -1.05667  -3.21302  -3.25229
H  0.75340  -3.61547  -0.81105
H  0.05926  -4.89087  -1.81365
H  -0.99274  -3.83657  -0.84764
C  3.96465  -0.77224  3.35716
C  3.39012  -0.24208  2.05490
O  2.15152  -0.82077  1.70017
C  1.07969  -0.63553  2.61084
C  0.71803  0.81984  2.84424
H  4.08233  -1.85634  3.30902
H  4.94087  -0.32303  3.54953
H  3.32119  -0.54761  4.20884
H  4.07260  -0.48151  1.23798
H  3.30572  0.84967  2.07984
H  1.29272  -1.14727  3.55749
H  0.22390  -1.14504  2.16781
H  1.53985  1.37886  3.29846
H  -0.14233  0.89175  3.51042
H  0.46733  1.30447  1.89876



Entry 5:
Molecular formula: H10KO5
Method: DFT, ωB97M-V/def2-TZVPD

Properties
- Energy above the lowest of the compared OMol25 structures with the same formula, charge and spin: 0.3 kcal/mol
- Maximum force: 0.4 eV/Å
- Energy: -26721.372 eV
- Total charge: +1
- HOMO-LUMO gap: 12.062 eV

Atoms and positions in Å:
K  15.65258  3.29832  17.55315
O  15.98134  0.91969  18.87532
H  16.52954  0.94027  19.67198
H  15.98509  -0.00137  18.58294
O  18.43878  3.27502  16.66297
H  19.26122  3.54121  17.09362
H  18.53701  2.32927  16.48701
O  17.14441  4.84346  19.55167
H  17.00944  4.79573  20.50799
H  17.74194  5.59294  19.42746
O  14.09107  4.97784  15.91150
H  13.91484  5.80555  16.37979
H  13.41694  4.93265  15.22251
O  13.54164  1.85011  16.13044
H  13.42431  1.73668  15.17815
H  13.21250  1.03202  16.52708



Entry 6:
Molecular formula: C25H40BrCl20F4N4O8P4
Method: DFT, ωB97M-V/def2-TZVPD

Properties
- Maximum force: 2.5 eV/Å
- Energy: -417420.202 eV
- Total charge: +1
- HOMO-LUMO gap: 7.831 eV

Atoms and positions in Å:
C  -0.09227  5.79916  2.54940
C  -1.37393  5.35167  1.84866
C  -1.90282  4.03607  2.42962
N  -1.08089  2.82889  2.25799
C  -1.37949  1.61147  1.52850
C  -2.52406  0.96578  2.41200
F  -2.81446  -0.32248  2.15022
F  -3.64468  1.67758  2.05314
C  -2.48983  1.17884  3.99404
F  -3.06710  0.08631  4.56594
F  -3.25254  2.25643  4.32766
C  -1.97642  1.83530  0.05472
O  -2.21928  3.19642  -0.13936
P  -3.60642  0.88042  -0.41879
P  -5.09662  2.41635  -0.76325
O  -4.73666  3.26172  -1.90645
O  -6.46532  1.61855  -0.94634
O  -5.26553  3.30840  0.56201
N  -1.07120  1.49421  -1.03508
C  -1.37086  2.17629  -2.27902
C  -0.34308  0.25004  -1.09777
C  0.85904  0.34467  -2.10573
C  1.66547  1.63532  -2.19563
C  2.37945  1.71486  -3.57561
C  3.31745  0.52820  -3.67637
O  4.26761  0.39107  -2.94083
O  2.99780  -0.43477  -4.58765
C  -1.11513  -0.95075  -1.75970
C  -2.05952  -1.81374  -1.00570
O  -2.27468  -1.88217  0.16176
Br  -3.09912  -3.02915  -2.19047
C  0.33053  -0.02844  0.28277
P  0.52927  -1.85731  0.67194
O  0.95564  -2.54529  -0.56782
N  0.04937  0.98006  1.45429
P  1.09808  2.60405  1.01392
N  0.52598  3.75457  0.15847
C  0.56195  0.29983  2.67868
Cl  -0.46166  -0.79488  3.54026
C  1.82805  0.28575  3.16056
C  2.24409  -0.45671  4.39759
Cl  3.20706  0.99697  2.40293
H  0.76466  5.27602  2.14180
H  0.02287  6.86801  2.43800
H  -0.20233  5.60153  3.61365
H  -1.26332  5.28308  0.77385
H  -2.17421  6.06480  2.04776
H  -1.96974  4.23062  3.50026
H  -2.94653  3.94276  2.14444
H  -0.54196  2.66614  3.09208
H  -1.50596  1.34724  4.42138
H  -2.97631  3.49065  0.37788
H  -3.45466  0.48942  -1.75522
H  -7.21330  2.13656  -0.62581
H  -5.76277  2.88105  1.26936
H  -2.42981  2.34246  -2.46538
H  -0.89481  3.15464  -2.30097
H  -0.98968  1.63055  -3.13426
H  1.52330  -0.48038  -1.85209
H  0.51403  0.10442  -3.10808
H  1.07571  2.53923  -2.15591
H  2.52231  1.66200  -1.52736
H  3.02270  2.58852  -3.55617
H  1.66717  1.73314  -4.39510
H  2.64861  0.00174  -5.37184
H  -1.67562  -0.52473  -2.59317
H  -0.45317  -1.65561  -2.25862
H  1.39824  0.12919  0.11861
H  1.58238  -1.93242  1.59186
H  -0.59917  -2.36408  1.31324
H  1.45971  3.00815  2.29387
H  2.24989  2.11450  0.40604
H  1.04719  3.85043  -0.70668
H  2.12749  -1.52948  4.26395
H  1.66104  -0.13394  5.25536
H  3.28542  -0.26838  4.62204
C  -2.13654  -1.02546  -5.97356
Cl  -2.84773  -0.09452  -4.65137
Cl  -0.36852  -0.97455  -5.87382
Cl  -2.69124  -2.68355  -5.95509
H  -2.44276  -0.56382  -6.90229
C  2.20028  -6.10041  -2.11345
Cl  2.28082  -5.38525  -3.72278
Cl  1.05020  -7.44178  -2.09239
Cl  3.80175  -6.65445  -1.60219
H  1.85466  -5.34806  -1.41821
C  -0.27151  -6.45787  -6.56941
Cl  -1.90698  -6.89656  -7.06397
Cl  0.88501  -6.78805  -7.85634
Cl  -0.20681  -4.76223  -6.08470
H  -0.00386  -7.06058  -5.71165
C  5.51739  -9.99613  0.22713
Cl  4.85429  -10.34422  1.82908
Cl  6.54350  -8.56178  0.28807
Cl  6.40041  -11.37994  -0.40212
H  4.69080  -9.78856  -0.43908
C  -0.81312  7.72289  6.30953
Cl  -0.54648  8.34121  4.68082
Cl  -1.86865  6.30204  6.26775
Cl  0.71612  7.33860  7.09336
H  -1.30845  8.48973  6.88861
C  4.59801  -6.47764  2.99869
Cl  6.29191  -6.02064  2.91191
Cl  4.04066  -6.51537  4.67137
Cl  3.60542  -5.37057  2.03775
H  4.48916  -7.47115  2.58170



Entry 7:
Molecular formula: C18H27AsBFeN4O7S3
Method: DFT, ωB97M-V/def2-TZVPD

Properties
- Energy above the lowest of the compared OMol25 structures with the same formula, charge and spin: 0.0 kcal/mol
- Maximum force: 1.2 eV/Å
- Spin multiplicity: 5
- Energy: -167811.902 eV
- Total charge: -1
- HOMO-LUMO gap (alpha / beta): 7.609 / 7.953 eV

Atoms and positions in Å:
Fe  -0.14535  -0.00236  0.28343
O  2.58292  2.53928  1.41851
As  3.03847  1.29651  0.23359
O  4.59284  0.88051  0.47774
O  1.96268  0.03114  0.38462
C  2.94203  2.28878  -1.44989
C  4.16583  2.68849  -1.97109
C  4.21596  3.49099  -3.10140
C  3.04187  3.90354  -3.71771
C  1.81617  3.49702  -3.21409
C  1.77173  2.68869  -2.08863
S  0.18733  2.09255  -1.53590
O  0.19216  0.65869  -1.85345
O  -0.81863  2.86900  -2.20874
O  0.18346  2.26089  -0.06277
H  1.64782  2.71796  1.21310
H  5.06481  2.36064  -1.46234
H  5.17446  3.80243  -3.49808
H  3.08092  4.53874  -4.59378
H  0.88086  3.79037  -3.67206
C  2.17696  -2.33947  -1.93529
N  0.79856  -2.24237  -2.36555
C  0.35551  -1.99501  -3.64242
C  -0.99033  -1.92180  -3.57732
N  -1.38124  -2.13123  -2.27629
B  -2.90495  -2.29653  -1.92863
N  -3.18689  -2.23785  -0.40476
C  -3.61834  -3.30979  0.33468
C  -3.86592  -2.89566  1.59410
N  -3.56990  -1.54829  1.62632
C  -3.75470  -0.66095  2.74976
C  -3.14400  -1.15744  0.39417
S  -2.67725  0.43878  -0.00209
C  -0.27291  -2.30699  -1.53493
S  -0.11665  -2.56398  0.15819
H  2.81958  -2.35202  -2.81330
H  2.31683  -3.25218  -1.35826
H  2.43483  -1.49417  -1.29743
H  1.03093  -1.86083  -4.46827
H  -1.71071  -1.72123  -4.35023
H  -3.51403  -1.42114  -2.48403
H  -3.24252  -3.40166  -2.29531
H  -3.69880  -4.28956  -0.09988
H  -4.21065  -3.42784  2.46280
H  -3.78941  -1.24736  3.66662
H  -4.68196  -0.09466  2.64430
H  -2.92014  0.03132  2.78590
C  -1.14591  2.42448  2.88082
C  -0.33571  1.26666  3.42798
O  -0.55992  0.08188  2.66017
C  -0.08926  -1.10159  3.31027
C  1.42478  -1.22899  3.34083
H  -0.90061  3.32834  3.44076
H  -2.21679  2.23785  2.96004
H  -0.91470  2.58867  1.83230
H  -0.63598  1.05366  4.46247
H  0.73045  1.51480  3.42191
H  -0.52234  -1.92584  2.74298
H  -0.50224  -1.11936  4.32763
H  1.83445  -1.03892  2.34735
H  1.69182  -2.24474  3.63673
H  1.88175  -0.53082  4.04384



Entry 8:
Molecular formula: C11H17O4P
Method: DFT, ωB97M-V/def2-TZVPD

Properties
- Energy above the lowest of the compared OMol25 structures with the same formula, charge and spin: 0.0 kcal/mol
- Maximum force: 1.6 eV/Å
- Energy: -29159.429 eV
- SMILES: O=C1CCCO1.O=C1CCCO1.C#CPC
- HOMO-LUMO gap: 9.276 eV

Atoms and positions in Å:
C  2.93657  -0.44433  0.32716
C  1.86919  -0.94933  0.51285
P  0.30018  -1.72995  0.82102
C  -0.82180  -0.27227  0.65658
H  3.64732  0.28076  0.08481
H  0.06176  -2.53448  -0.32113
H  -0.72772  0.27859  1.58262
H  -1.82999  -0.56911  0.43614
H  -0.48094  0.36461  -0.14371
O  0.39900  2.16488  4.15412
C  1.19922  2.80147  3.53869
O  1.95744  3.77729  4.10049
C  2.74339  4.43319  3.09195
C  2.83872  3.43514  1.94724
C  1.50707  2.69803  2.05854
H  2.23208  5.35311  2.79923
H  3.71456  4.68885  3.50924
H  3.00841  3.90571  0.98027
H  3.65932  2.73921  2.13122
H  0.71363  3.19871  1.50131
H  1.58398  1.65822  1.75297
O  -2.11001  -0.51474  -2.07025
C  -2.38887  -1.62644  -2.40875
O  -3.55290  -2.22799  -2.06613
C  -3.55838  -3.59206  -2.52402
C  -2.54652  -3.63575  -3.65953
C  -1.53450  -2.58023  -3.22072
H  -3.27536  -4.23724  -1.68945
H  -4.56327  -3.85441  -2.84540
H  -2.11987  -4.62458  -3.81581
H  -3.02209  -3.32395  -4.59055
H  -0.76332  -2.99557  -2.57119
H  -1.07631  -2.06537  -4.05981